Arrangement P

Entry from OMol25: a 2-piece molecular cluster, C11H15N overall (the ωB97M-V functional and the def2-TZVPD basis).

Summary:
Gap between HOMO and LUMO: 8.459 eV
Total charge: 0
LUMO energy: 0.9 eV
SMILES: Cc1c[nH]c2ccccc12.CC
Highest occupied orbital energy: -7.57 eV

The geometry in XYZ format:
```
27
C11H15N the ωB97M-V functional and the def2-TZVPD basis
C -1.81 -1.10 -0.30
C 0.58 -0.40 0.16
C -0.35 -1.29 -0.48
C 1.84 -0.86 -0.29
C 0.46 -2.21 -1.25
C 0.48 0.76 0.92
C 1.58 1.47 1.33
C 2.83 0.94 0.98
C 3.03 -0.12 0.08
N 1.79 -2.09 -1.00
H -0.47 1.16 0.93
H 1.57 2.41 1.64
H 3.81 1.39 1.33
H -2.35 -0.64 -1.16
H -1.90 -0.54 0.77
H 0.07 -2.93 -1.83
H 2.61 -2.38 -1.46
H 4.01 -0.40 -0.24
H -2.39 -2.11 -0.26
C -3.72 1.47 0.62
C -3.93 2.46 -0.51
H -2.85 1.55 1.09
H -4.67 1.75 1.34
H -3.72 0.37 0.18
H -4.88 2.25 -1.05
H -3.09 2.42 -1.42
H -4.12 3.59 -0.38
```


Arrangement Q

Entry from OMol25: a 2-piece molecular cluster, C11H15N overall (the ωB97M-V functional and the def2-TZVPD basis).

Summary:
Gap between HOMO and LUMO: 8.783 eV
Total charge: 0
LUMO energy: 1.0 eV
SMILES: Cc1c[nH]c2ccccc12.CC
Highest occupied orbital energy: -7.83 eV

The geometry in XYZ format:
```
27
C11H15N the ωB97M-V functional and the def2-TZVPD basis
C 0.64 3.29 -1.77
C 0.65 1.23 -0.18
C 0.82 1.83 -1.47
C 1.07 -0.11 -0.28
C 1.46 0.91 -2.25
C 0.05 0.79 2.08
C 0.61 -0.49 1.99
C 0.15 1.70 1.04
C 1.23 -0.93 0.84
N 1.62 -0.26 -1.53
H -0.48 1.15 2.96
H 0.69 -1.10 2.88
H -0.08 2.73 1.23
H 1.80 -1.85 0.87
H 1.39 3.80 -1.19
H -0.36 3.59 -1.49
H 1.98 0.97 -3.19
H 1.84 -1.18 -1.89
H 0.82 3.53 -2.81
C -1.52 -2.62 -0.04
C -2.49 -2.25 1.05
H -1.12 -1.76 -0.57
H -0.65 -3.16 0.34
H -1.95 -3.21 -0.86
H -2.76 -3.13 1.66
H -3.41 -1.80 0.68
H -2.01 -1.70 1.87
```


Arrangement R

Entry from OMol25: a 2-piece molecular cluster, C11H15N overall (the ωB97M-V functional and the def2-TZVPD basis).

Summary:
Gap between HOMO and LUMO: 8.789 eV
Total charge: 0
LUMO energy: 0.9 eV
SMILES: Cc1c[nH]c2ccccc12.CC
Highest occupied orbital energy: -7.86 eV

The geometry in XYZ format:
```
27
C11H15N the ωB97M-V functional and the def2-TZVPD basis
C -1.98 1.69 0.42
C 0.18 0.34 1.00
C -0.49 1.52 0.52
C 1.56 0.60 0.96
C 0.48 2.44 0.30
C 0.72 -1.90 1.70
C 2.09 -1.62 1.64
C -0.22 -0.94 1.41
C 2.51 -0.35 1.32
N 1.72 1.93 0.65
H 0.40 -2.89 2.01
H 2.84 -2.36 1.82
H -1.26 -1.17 1.57
H 3.57 -0.10 1.27
H -2.59 1.28 1.22
H -2.32 1.22 -0.50
H 0.37 3.47 0.02
H 2.55 2.44 0.44
H -2.21 2.75 0.41
C -1.42 -1.48 -1.83
C -0.58 -0.60 -2.76
H -2.48 -1.66 -2.00
H -0.90 -2.43 -1.79
H -1.40 -1.10 -0.81
H 0.45 -0.55 -2.43
H -1.01 0.41 -2.76
H -0.58 -0.94 -3.79
```


Computed relative energies in units of kcal/mol: arrangement P 69.5; arrangement Q 6.2; arrangement R 0.0


Arrangement P

Entry from OMol25: a 2-piece molecular cluster, C4H5FN2 overall (the ωB97M-V functional and the def2-TZVPD basis).

Summary:
Gap between HOMO and LUMO: 9.208 eV
Total charge: 0
LUMO energy: 0.6 eV
SMILES: CN=C=CF.C#N
Highest occupied orbital energy: -8.58 eV

The geometry in XYZ format:
```
12
C4H5FN2 the ωB97M-V functional and the def2-TZVPD basis
C 3.78 -0.39 0.41
C -0.46 0.09 -0.41
C 0.43 1.02 -0.73
C -2.75 -0.48 0.24
N 3.90 -1.19 -0.40
N -1.39 -0.59 -0.07
F 1.32 1.38 0.25
H 3.61 0.34 1.12
H 0.97 1.30 -1.57
H -2.99 -0.86 1.36
H -3.37 -1.26 -0.43
H -3.04 0.64 0.25
```


Arrangement Q

Entry from OMol25: the molecule C4H5FN2 (the ωB97M-V functional and the def2-TZVPD basis).

Summary:
Gap between HOMO and LUMO: 9.768 eV
Total charge: 0
LUMO energy: 0.7 eV
Highest occupied orbital energy: -9.03 eV

The geometry in XYZ format:
```
12
C4H5FN2 the ωB97M-V functional and the def2-TZVPD basis
C -0.02 -1.01 -0.41
C -1.62 0.50 0.35
C 0.76 0.06 -0.44
C 2.01 0.74 -0.45
N -0.72 1.38 0.33
N -1.35 -0.78 -0.09
F 2.74 0.10 0.53
H 0.11 -2.02 -0.69
H -2.72 0.72 0.56
H 1.84 1.79 -0.32
H 2.47 0.52 -1.42
H -2.08 -1.52 -0.38
```


Arrangement R

Entry from OMol25: C4H5FN2 as an isolated structure (the ωB97M-V functional and the def2-TZVPD basis).

Summary:
Gap between HOMO and LUMO: 9.639 eV
Total charge: 0
LUMO energy: 0.6 eV
Highest occupied orbital energy: -9.05 eV

The geometry in XYZ format:
```
12
C4H5FN2 the ωB97M-V functional and the def2-TZVPD basis
C -0.21 1.27 -2.15
C -0.26 0.45 -0.90
C -0.07 -0.86 0.83
C 0.97 -0.03 1.04
H 0.25 2.45 -1.79
H -1.46 1.69 -2.58
H 0.43 1.18 -3.08
H 1.93 0.18 1.68
H 1.66 1.44 -0.57
N -0.82 -0.60 -0.31
N 0.83 0.85 -0.17
F -0.61 -1.52 1.87
```


Computed relative energies in units of kcal/mol: arrangement P 19.0; arrangement Q 9.2; arrangement R 0.0